Entry 1:
This record from OMol25 describes C42H50GeN7O2SSiSr as an isolated structure. The level of theory is the ωB97M-V functional and the def2-TZVPD basis.

## Properties
HOMO level: -9.763 eV
gap between HOMO and LUMO: 7.898 eV
ΔE to the lowest compared entry with this formula, charge and spin: 0.00 kJ/mol
net charge: +1
calculated total energy: -4959.31875 hartree

```
105
Properties=species:S:1:pos:R:3:forces:R:3
Sr -1.21568 1.61180 -0.57587 0.5 -0.1 0.2
C -3.18312 -3.27307 -1.48342 0.1 0.0 0.0
Si -2.73818 -1.77458 -0.46781 -0.1 0.1 -0.1
C -0.80306 -2.15157 0.05962 0.2 0.0 0.0
C -3.64757 -1.76020 1.15206 0.0 0.0 0.0
N -2.58324 -0.33314 -1.32261 -0.1 0.0 0.0
C -3.57248 0.18752 -2.13879 0.0 0.0 0.0
C -4.92820 -0.20362 -2.11209 0.0 0.0 0.0
C -5.87923 0.33479 -2.95732 0.0 0.0 0.0
C -5.53287 1.30802 -3.88727 0.0 0.0 0.0
C -4.21742 1.73217 -3.94258 0.0 0.0 0.0
C -3.27956 1.19730 -3.07797 0.0 0.0 0.0
O -1.93202 1.60547 -3.17425 -0.1 0.1 0.0
C -1.62298 2.94986 -3.12508 0.0 0.0 0.0
C -2.42904 3.88557 -2.48295 0.0 0.0 0.0
C -1.97825 5.19636 -2.36307 0.0 0.0 0.0
C -0.73895 5.56604 -2.85938 0.0 0.0 0.0
C 0.05988 4.61592 -3.48556 0.0 0.0 0.0
C -0.37367 3.30703 -3.62098 0.0 0.0 0.0
H -3.09079 -4.19609 -0.90657 0.0 0.0 0.0
H -2.55046 -3.35235 -2.37051 0.0 0.0 0.0
H -4.21703 -3.20394 -1.82750 0.0 0.0 0.0
H -0.97926 -3.15502 0.44089 -0.1 0.0 0.0
H -0.86564 -1.27678 0.73657 -0.1 0.0 0.0
H -0.60169 -2.02663 -1.00478 0.0 0.0 0.0
H -3.57162 -2.71654 1.67427 0.0 0.0 0.0
H -4.70798 -1.55760 0.98181 0.0 0.0 0.0
H -3.24926 -0.97423 1.79751 0.0 0.0 0.0
H -5.23294 -0.95405 -1.39067 0.0 0.0 0.0
H -6.90337 -0.00857 -2.88961 0.0 0.0 0.0
H -6.27037 1.72492 -4.55812 0.0 0.0 0.0
H -3.90490 2.48250 -4.65907 0.0 0.0 0.0
H -3.41184 3.60486 -2.12352 0.0 0.0 0.0
H -2.61197 5.92993 -1.88170 0.0 0.0 0.0
H -0.40066 6.58951 -2.77112 0.0 0.0 0.0
H 1.02624 4.89678 -3.88381 0.0 0.0 0.0
H 0.23332 2.55609 -4.11111 0.0 0.0 0.0
C 2.78084 1.98155 3.18087 0.0 0.0 0.0
O 2.34191 1.02524 2.23136 0.0 0.1 0.0
H 3.82975 2.19492 2.98043 0.0 0.0 0.0
H 2.69021 1.60950 4.20577 0.0 0.0 0.0
H 2.22018 2.91915 3.10565 0.0 0.0 0.0
H 1.36832 0.97989 2.26646 0.0 -0.1 0.0
Ge 1.26728 -2.12938 0.39970 0.0 0.0 0.0
C 1.54230 -3.04752 2.06789 0.0 0.0 0.0
C 1.09711 -4.35062 2.28195 0.0 0.0 0.0
C 1.30289 -4.96798 3.50572 0.0 0.0 0.0
C 1.96895 -4.28903 4.51896 0.0 0.0 0.0
C 2.42859 -2.99770 4.30826 0.0 0.0 0.0
C 2.21215 -2.37227 3.08710 0.0 0.0 0.0
C 1.95578 -2.99805 -1.19261 0.0 0.0 0.0
C 3.25336 -2.69197 -1.60225 0.0 0.0 0.0
C 3.80113 -3.30178 -2.72246 0.0 0.0 0.0
C 3.05553 -4.21962 -3.44816 0.0 0.0 0.0
C 1.76223 -4.53110 -3.05167 0.0 0.0 0.0
C 1.21806 -3.92395 -1.92900 0.0 0.0 0.0
H 1.68779 -0.67605 0.49287 0.0 0.0 0.0
H 0.59023 -4.89797 1.49309 0.0 0.0 0.0
H 0.95080 -5.97796 3.66968 0.0 0.0 0.0
H 2.13089 -4.77157 5.47396 0.0 0.0 0.0
H 2.94826 -2.47204 5.09917 0.0 0.0 0.0
H 2.54728 -1.35156 2.93073 0.0 0.0 0.0
H 3.84407 -1.96547 -1.05239 0.0 0.0 0.0
H 4.81037 -3.05764 -3.02895 0.0 0.0 0.0
H 3.48238 -4.69556 -4.32133 0.0 0.0 0.0
H 1.18010 -5.24999 -3.61353 0.0 0.0 0.0
H 0.20709 -4.18606 -1.63228 0.0 0.0 0.0
N 3.00721 4.79515 0.81485 0.0 0.0 0.0
N 1.62549 4.71122 0.79789 0.0 0.0 0.0
N 0.84886 5.58310 1.39617 0.0 0.0 0.0
C -0.34856 5.05740 1.17502 0.0 0.0 0.0
N -0.26882 3.92580 0.46663 -0.1 0.1 0.0
N 1.01125 3.71299 0.24659 0.0 -0.1 -0.1
H 3.23630 5.68943 1.23457 0.0 0.0 0.0
H 3.33926 4.76102 -0.14357 0.0 0.0 0.0
H -1.26415 5.49631 1.52953 0.0 0.0 0.0
C -2.32544 0.37617 4.85126 0.0 0.0 0.0
C -1.07452 -0.30177 4.27614 0.0 0.0 0.0
C -1.27328 -1.82361 4.28407 0.0 0.0 0.0
C 0.14480 0.06168 5.13394 0.0 0.0 0.0
C -0.85882 0.18108 2.89614 0.1 0.1 0.1
C -0.68924 0.64610 1.77385 -0.1 -0.1 -0.1
H -2.49714 0.03654 5.87480 0.0 0.0 0.0
H -3.20697 0.13244 4.25618 0.0 0.0 0.0
H -2.20784 1.46031 4.86047 0.0 0.0 0.0
H -1.42885 -2.17056 5.30793 0.0 0.0 0.0
H -0.40242 -2.33716 3.87766 0.0 0.0 0.0
H -2.14952 -2.10232 3.69568 0.0 0.0 0.0
H 0.00074 -0.29180 6.15723 0.0 0.0 0.0
H 0.28928 1.14311 5.15899 0.0 0.0 0.0
H 1.04823 -0.40048 4.73384 0.0 0.0 0.0
S 1.51401 -0.64225 -4.19329 0.0 0.0 0.0
C 0.35401 -0.28029 -2.98401 0.0 0.0 0.0
N 0.77442 0.37391 -1.94481 0.0 0.0 0.0
C 2.14347 0.61869 -2.05389 0.0 0.0 0.0
C 2.94134 1.21573 -1.07372 0.0 0.0 0.0
C 4.29027 1.34874 -1.32409 0.0 0.0 0.0
C 4.85577 0.90682 -2.53007 0.0 0.0 0.0
C 4.08180 0.30219 -3.49730 0.0 0.0 0.0
C 2.71954 0.15378 -3.23991 0.0 0.0 0.0
H -0.68367 -0.56743 -3.09867 0.0 0.0 0.0
H 2.51736 1.52197 -0.12580 0.0 0.0 0.0
H 4.92900 1.78691 -0.56783 0.0 0.0 0.0
H 5.91789 1.02748 -2.69714 0.0 0.0 0.0
H 4.51894 -0.06024 -4.41798 0.0 0.0 0.0
```
Positions in Å, forces in eV/Å.

Löwdin atomic charge list, values in e, 4 entries: number 1, Sr, carries 1.3548; number 2, C, carries -0.1510; number 3, Si, carries 0.4063; number 4, C, carries -0.2550

Entry 2:
This record from OMol25 describes C42H50N7O7S2W as an isolated structure. The level of theory is the ωB97M-V functional and the def2-TZVPD basis.

## Properties
<S²>: 2.178
HOMO level (alpha / beta): -14.284 / -15.125 eV
gap between HOMO and LUMO (alpha / beta): 4.926 / 6.427 eV
spin multiplicity: 3
ΔE to the lowest compared entry with this formula, charge and spin: 441.09 kJ/mol
net charge: +3
calculated total energy: -3403.03893 hartree

```
109
Properties=species:S:1:pos:R:3:forces:R:3
W 0.05158 0.59800 -0.72131 -0.2 1.1 1.4
C 1.87894 3.67228 -1.63776 0.0 0.0 0.1
C 2.47374 2.80665 -0.56085 0.1 0.0 0.0
C 3.74264 3.12851 -0.11220 0.0 0.1 -0.1
C 4.31578 2.41876 0.92556 0.0 -0.1 0.1
C 3.60025 1.39358 1.51451 0.1 0.2 0.0
C 2.34542 1.08132 1.01973 -0.1 -0.4 0.3
N 1.79975 1.77277 -0.00464 -0.1 -0.1 -0.2
C 1.49083 0.02298 1.62751 0.4 0.5 0.2
C 2.06695 -0.83309 2.50025 -0.1 0.0 0.1
C 1.48731 -1.66786 3.50962 -0.1 0.0 0.1
C 0.19291 -1.85996 3.75885 0.0 0.0 0.0
C -0.84031 -0.95216 1.49895 -0.1 0.2 0.2
N 0.15961 0.10915 1.21853 0.2 -0.8 -1.2
C -2.16155 -0.48322 0.88253 0.3 -0.1 0.1
C -3.37814 -1.00672 1.25503 -0.2 0.1 0.0
C -4.53336 -0.51432 0.66496 -0.1 -0.1 0.1
C -4.43620 0.50044 -0.25764 -0.1 0.1 -0.1
C -3.19066 0.97828 -0.64300 0.0 0.0 0.0
C -3.16440 2.08800 -1.65996 0.0 0.0 0.1
N -2.07454 0.45360 -0.09618 0.2 -0.1 0.0
H 2.52662 3.69456 -2.51457 0.0 0.0 0.0
H 1.83305 4.69776 -1.26903 0.0 0.0 0.0
H 0.88330 3.36933 -1.94265 0.0 0.0 0.0
H 4.26173 3.95905 -0.57224 0.0 0.0 0.0
H 5.29817 2.68363 1.29584 0.0 0.0 0.0
H 4.00337 0.87762 2.37025 0.0 0.0 0.0
H 3.14607 -0.80087 2.52358 0.0 0.0 0.1
H 2.18956 -2.11082 4.20546 0.0 0.1 0.0
H -0.07058 -2.38751 4.66965 0.0 -0.1 -0.1
H -3.44329 -1.79122 1.98990 0.0 0.0 0.0
H -5.49964 -0.91679 0.94179 0.0 0.0 0.0
H -5.31939 0.92721 -0.71475 0.0 0.0 0.0
H -3.70095 1.78727 -2.56071 0.0 0.0 0.0
H -2.17019 2.41693 -1.92443 0.0 0.0 0.0
H -3.70604 2.94361 -1.25179 0.0 0.0 0.0
C -0.56553 6.35861 -0.11433 0.0 0.0 0.0
C -1.35575 5.09413 0.20092 -0.1 0.1 -0.1
S -0.26078 3.74232 0.68924 0.3 0.2 0.2
O -0.69968 2.57000 -0.22474 0.0 -0.5 -0.7
C -0.86875 3.35256 2.32744 -0.1 -0.1 0.1
C -2.32042 2.90666 2.41293 0.0 0.0 0.0
H -1.26466 7.16011 -0.34908 0.0 0.0 0.0
H 0.08781 6.22435 -0.97513 0.0 0.0 0.0
H 0.03467 6.68512 0.73524 0.0 0.0 0.0
H -1.89702 4.70769 -0.66263 0.0 0.0 0.0
H -2.06286 5.25381 1.01285 0.0 0.0 0.0
H -0.67504 4.27537 2.88462 0.0 0.0 0.0
H -0.17788 2.59373 2.70143 0.0 0.0 0.0
H -3.01505 3.67153 2.06817 0.0 0.0 0.0
H -2.56036 2.70361 3.45676 0.0 0.0 0.0
H -2.48997 1.99817 1.83973 0.0 0.0 0.0
C -3.73892 -0.49438 5.53217 0.0 0.0 0.0
C -2.90688 -1.31877 4.58999 -0.2 -0.1 0.0
C -1.95669 -0.77047 3.80349 0.2 0.1 -0.1
C -1.03775 -1.57218 2.91570 0.0 -0.3 -0.1
C -1.54424 -3.01613 2.72107 -0.1 0.1 0.2
C -2.51217 -3.52726 3.55235 0.1 0.1 0.0
C -3.17072 -2.72471 4.48609 0.0 0.1 0.0
S -0.63252 -4.19841 1.75521 0.0 0.0 0.5
O 0.51849 -3.50468 1.22840 0.2 0.0 -0.1
O -0.46590 -5.39115 2.52062 0.0 0.1 -0.1
N -1.64406 -4.59574 0.54787 0.1 -0.1 -0.5
C -1.83360 -3.72999 -0.61430 -0.2 -0.1 0.1
C -0.64287 -3.52847 -1.57944 0.1 -0.1 0.1
C -0.67994 -2.16106 -2.19981 -0.2 0.2 0.4
O -0.90642 -1.91573 -3.33737 -0.1 0.1 -0.2
O -0.52822 -1.13863 -1.25693 0.2 -0.4 -0.4
H -3.32920 0.50613 5.66043 0.0 0.0 0.0
H -3.79464 -0.96910 6.51198 0.0 0.0 0.0
H -4.76292 -0.40489 5.16318 0.0 0.0 0.0
H -1.74963 0.29525 3.85980 0.0 -0.1 0.0
H -0.47367 -1.78581 0.89963 -0.1 0.0 -0.1
H -2.75747 -4.58129 3.49127 0.0 0.0 0.0
H -3.91164 -3.17008 5.13778 0.0 0.0 0.0
H -1.62808 -5.59753 0.39288 -0.1 0.0 0.0
H -2.17656 -2.76425 -0.24671 0.0 0.0 0.0
H -2.67178 -4.15629 -1.16260 0.0 0.1 0.0
H -0.68230 -4.24235 -2.39826 0.0 -0.1 0.0
H 0.29884 -3.64152 -1.04196 0.0 0.0 0.1
N 0.00101 1.53121 -8.23248 0.0 0.0 0.0
C 0.00031 1.42074 -7.09029 0.0 -0.1 0.2
C 0.00592 1.28199 -5.65498 0.0 0.1 -0.4
C 1.17080 1.53342 -4.93234 0.1 0.0 0.1
C 1.13283 1.40677 -3.56779 0.1 0.0 -0.1
N 0.02051 1.07218 -2.88793 0.0 -0.2 -0.3
C -1.07285 0.77167 -3.60303 -0.1 0.1 -0.2
C -1.13248 0.88199 -4.97855 -0.1 -0.1 0.1
H 2.08661 1.81761 -5.43041 0.0 0.0 0.0
H 2.02290 1.57310 -2.97975 0.0 0.0 0.0
H -1.93549 0.42725 -3.05705 0.0 0.0 0.0
H -2.04180 0.63020 -5.50512 0.0 0.0 0.0
O 1.90072 -1.50981 -3.13655 0.1 0.2 0.0
C 2.41819 -1.09895 -2.11391 -0.3 -0.4 0.0
O 1.89562 -0.35052 -1.20393 -0.1 0.4 0.1
C 3.82327 -1.56638 -1.75720 0.2 -0.2 0.0
N 4.36545 -2.32652 -2.95031 -0.1 0.0 0.1
C 4.92088 -3.66287 -2.47238 0.0 0.0 0.0
C 5.01623 -3.50140 -0.96208 0.0 0.1 0.0
C 3.83224 -2.59695 -0.62163 0.0 0.0 0.0
H 4.47709 -0.72429 -1.53665 0.0 0.0 0.0
H 5.06634 -1.79131 -3.45875 0.0 0.0 0.0
H 3.54770 -2.43576 -3.57278 0.0 0.0 -0.1
H 5.86714 -3.85006 -2.97026 0.0 0.0 0.0
H 4.20766 -4.42920 -2.76558 0.0 0.0 0.0
H 5.95826 -3.02305 -0.68881 0.0 0.0 0.0
H 4.97006 -4.46408 -0.45821 0.0 0.0 0.0
H 3.93193 -2.10801 0.34422 0.0 0.0 0.0
H 2.89734 -3.16401 -0.62020 0.0 0.0 0.0
```
Positions in Å, forces in eV/Å.

Löwdin atomic charge list, values in e, 4 entries: number 1, W, carries 1.9305; number 2, C, carries -0.0471; number 3, C, carries -0.3019; number 4, C, carries 0.0081